The following is a quantum chemistry calculation of 6 unconnected molecules or ions with the total composition C35H46N2O20, from OMol25.

CARTESIAN COORDINATES (ANGSTROEM)
C1 3.06 -0.20 1.37
C2 2.23 -1.31 0.48
C3 0.68 -0.90 0.15
O1 -0.14 -0.63 1.38
C4 -0.71 0.69 1.13
C5 0.07 1.98 1.87
C6 -0.42 3.55 1.68
C7 -1.70 3.81 0.69
C8 -2.43 2.52 0.00
C9 -2.04 0.90 0.16
N1 -2.83 -0.13 -0.55
C10 -4.36 0.06 -0.40
C11 -5.26 -0.42 -1.69
O2 -4.88 0.56 0.75
C12 -2.64 -1.56 -0.21
C13 -3.02 -2.06 1.34
O3 -2.21 -2.55 -1.03
C14 -3.57 3.30 -0.86
O4 -4.40 2.94 -1.84
N2 -3.64 4.78 -0.45
C15 -2.39 5.26 0.31
O5 -2.00 6.52 0.61
H1 4.14 -0.59 1.62
H2 2.46 -0.05 2.37
H3 3.18 0.79 0.74
H4 2.79 -1.36 -0.57
H5 2.32 -2.40 0.93
H6 0.22 -1.76 -0.51
H7 0.66 0.09 -0.51
H8 0.99 1.77 2.56
H9 0.18 4.37 2.28
H10 -6.06 -1.24 -1.42
H11 -4.53 -0.94 -2.48
H12 -5.74 0.50 -2.23
H13 -2.18 -2.71 1.84
H14 -3.16 -1.06 1.97
H15 -4.08 -2.62 1.32
H16 -3.39 5.20 -1.40
C16 7.20 -2.55 5.19
C17 6.52 -1.44 4.41
C18 6.72 -0.07 4.99
O6 5.59 0.63 4.50
C19 4.61 -0.31 4.31
O7 3.44 -0.05 4.07
O8 5.11 -1.58 4.45
H17 7.16 -2.36 6.27
H18 6.70 -3.51 5.01
H19 8.25 -2.64 4.90
H20 6.83 -1.48 3.36
H21 7.64 0.40 4.66
H22 6.68 -0.05 6.09
C20 -3.24 -0.63 -5.34
C21 -2.38 -1.88 -5.44
C22 -2.02 -2.48 -4.11
O9 -0.82 -3.18 -4.42
C23 -0.25 -2.51 -5.46
O10 0.88 -2.71 -5.88
O11 -1.10 -1.57 -5.98
H23 -2.96 -0.02 -4.47
H24 -3.12 0.00 -6.22
H25 -4.30 -0.90 -5.23
H26 -2.86 -2.61 -6.10
H27 -2.78 -3.17 -3.74
H28 -1.79 -1.74 -3.34
C24 -5.04 8.79 -4.93
C25 -4.18 7.54 -5.03
C26 -3.82 6.94 -3.71
O12 -2.62 6.24 -4.01
C27 -2.05 6.92 -5.06
O13 -0.92 6.71 -5.47
O14 -2.90 7.85 -5.57
H29 -4.76 9.40 -4.06
H30 -4.92 9.42 -5.81
H31 -6.10 8.52 -4.82
H32 -4.66 6.81 -5.70
H33 -4.58 6.25 -3.33
H34 -3.59 7.68 -2.93
C28 -7.23 -4.82 -5.69
C29 -6.51 -3.91 -4.73
C30 -7.22 -3.71 -3.42
O15 -6.71 -2.45 -3.00
C31 -6.38 -1.77 -4.14
O16 -6.09 -0.58 -4.18
O17 -6.44 -2.59 -5.23
H35 -8.32 -4.69 -5.64
H36 -6.94 -4.61 -6.73
H37 -7.01 -5.87 -5.47
H38 -5.48 -4.26 -4.58
H39 -6.99 -4.48 -2.69
H40 -8.31 -3.62 -3.52
C32 11.54 -4.34 8.99
C33 10.86 -3.24 8.21
C34 11.06 -1.87 8.79
O18 9.93 -1.17 8.30
C35 8.95 -2.11 8.11
O19 7.78 -1.85 7.87
O20 9.45 -3.37 8.24
H41 11.50 -4.16 10.07
H42 11.04 -5.30 8.81
H43 12.59 -4.43 8.70
H44 11.17 -3.28 7.15
H45 11.98 -1.39 8.45
H46 11.02 -1.85 9.88

Computed properties:
Calculated total energy = -2975.08446 hartree
Orbital gap = 7.238 eV
LUMO = -0.052 hartree
Highest occupied orbital energy = -8.7 eV
Net charge = 0

Löwdin population analysis, charges in e, atoms 1 to 8: -0.128, -0.205, -0.182, -0.159, -0.096, 0.065, 0.028, -0.016

The following is a quantum chemistry calculation of a molecular structure, C23H49IO30PS7, from OMol25.

CARTESIAN COORDINATES (ANGSTROEM)
C1 5.95 2.92 -1.33
C2 6.60 2.41 0.07
C3 8.04 1.78 -0.28
C4 9.16 2.52 0.63
P1 8.13 -0.13 -0.18
C5 7.55 -0.26 1.63
I1 5.50 -1.08 1.83
C6 8.47 -1.18 2.57
C7 9.99 -0.70 2.70
O1 6.53 -0.23 -0.92
C8 6.30 -1.41 -1.72
C9 7.72 -2.21 -1.65
O2 8.42 -1.86 -0.43
H1 5.00 3.54 -1.14
H2 6.72 3.63 -1.79
H3 5.76 2.08 -2.07
H4 5.90 1.73 0.65
H5 6.72 3.37 0.71
H6 8.28 2.06 -1.37
H7 9.72 3.26 -0.06
H8 9.94 1.80 1.06
H9 8.73 3.10 1.52
H10 8.56 -0.05 -1.59
H11 9.55 -0.09 0.07
H12 7.55 0.79 2.12
H13 8.36 -2.29 2.29
H14 8.02 -1.10 3.64
H15 10.37 -1.10 3.72
H16 10.69 -1.14 1.91
H17 10.06 0.44 2.79
H18 5.53 -2.10 -1.19
H19 5.85 -1.21 -2.76
H20 7.46 -3.32 -1.80
H21 8.24 -1.95 -2.64
C10 0.88 -2.27 1.97
C11 0.11 -3.11 2.97
O3 0.98 -4.18 3.31
S1 2.52 -3.65 3.24
O4 2.93 -3.31 4.57
O5 3.26 -4.54 2.41
O6 2.23 -2.28 2.43
H22 0.86 -2.72 0.97
H23 0.51 -1.25 1.91
H24 -0.83 -3.49 2.56
H25 -0.10 -2.54 3.88
C12 0.34 -5.41 -2.20
C13 0.37 -6.14 -0.87
O7 -0.32 -5.28 0.04
S2 -1.48 -4.47 -0.77
O8 -2.72 -5.15 -0.58
O9 -1.31 -3.07 -0.52
O10 -0.95 -4.79 -2.27
H26 1.10 -4.62 -2.23
H27 0.48 -6.08 -3.05
H28 1.38 -6.33 -0.52
H29 -0.18 -7.08 -0.93
C14 -4.46 -0.97 -2.83
C15 -5.90 -1.45 -2.86
O11 -5.84 -2.83 -2.48
S3 -4.61 -3.04 -1.44
O12 -5.15 -3.02 -0.11
O13 -3.78 -4.09 -1.92
O14 -3.87 -1.63 -1.70
H30 -3.92 -1.29 -3.73
H31 -4.38 0.11 -2.72
H32 -6.35 -1.34 -3.84
H33 -6.50 -0.92 -2.12
C16 4.08 5.21 2.25
C17 2.80 5.92 2.66
O15 1.94 5.80 1.52
S4 2.26 4.40 0.77
O16 1.30 3.43 1.21
O17 2.50 4.68 -0.61
O18 3.67 4.08 1.49
H34 4.70 5.85 1.61
H35 4.67 4.90 3.11
H36 2.96 6.97 2.91
H37 2.32 5.41 3.50
C18 -3.04 4.49 -1.82
C19 -3.98 3.88 -0.80
O19 -5.19 3.59 -1.51
S5 -4.81 3.21 -3.04
O20 -4.78 1.78 -3.15
O21 -5.58 4.04 -3.92
O22 -3.28 3.75 -3.03
H38 -3.28 5.54 -2.01
H39 -2.00 4.40 -1.53
H40 -4.18 4.56 0.04
H41 -3.59 2.94 -0.41
C20 -10.02 2.66 -1.82
C21 -10.01 1.60 -0.73
O23 -8.64 1.48 -0.35
S6 -7.91 2.93 -0.52
O24 -7.89 3.57 0.76
O25 -6.74 2.75 -1.32
O26 -9.06 3.64 -1.42
H42 -9.70 2.24 -2.78
H43 -11.01 3.12 -1.94
H44 -10.39 0.64 -1.07
H45 -10.57 1.93 0.14
C22 -9.10 -2.28 2.17
C23 -8.96 -2.67 0.70
O27 -10.29 -2.93 0.26
S7 -11.31 -1.96 1.06
O28 -11.59 -0.83 0.24
O29 -12.34 -2.77 1.64
O30 -10.30 -1.50 2.23
H46 -9.23 -3.16 2.80
H47 -8.25 -1.70 2.52
H48 -8.32 -3.55 0.57
H49 -8.56 -1.84 0.11

Computed properties:
Calculated total energy = -6588.94267 hartree
Orbital gap = 5.109 eV
LUMO = 0.049 hartree
Highest occupied orbital energy = -3.8 eV
Net charge = -1

Löwdin population analysis, charges in e, atoms 1 to 8: -0.123, -0.269, -0.438, -0.148, 0.501, -0.709, 0.842, -0.375

The following is a quantum chemistry calculation of a molecular structure, C7H19BeN8O13, from OMol25.

CARTESIAN COORDINATES (ANGSTROEM)
Be1 0.30 -0.33 -0.16
O1 0.11 -4.35 -1.44
C1 0.50 -3.32 -0.84
O2 1.37 -2.54 -1.39
O3 -0.09 -2.92 0.18
H1 -0.64 -4.56 -0.88
O4 4.11 -1.02 2.23
C2 3.69 -0.67 1.01
O5 2.52 -0.59 0.93
O6 4.37 -0.77 0.00
H2 3.22 -0.80 2.54
O7 1.73 2.04 -3.59
C3 1.28 1.25 -2.69
O8 0.15 1.44 -2.30
O9 1.97 0.32 -2.33
H3 1.12 2.76 -3.41
C4 1.79 2.90 0.71
O10 1.05 1.90 0.60
N1 1.94 3.81 -0.16
N2 2.37 3.29 1.82
H4 2.53 4.62 0.00
H5 1.50 3.74 -1.07
H6 2.83 4.18 1.73
H7 2.60 2.58 2.50
C5 0.47 -1.32 3.50
O11 -0.04 -0.80 2.57
N3 1.11 -2.40 3.34
N4 0.28 -0.93 4.72
H8 1.37 -2.94 4.15
H9 1.05 -2.71 2.38
H10 -0.33 -0.22 5.09
H11 0.77 -1.54 5.37
C6 -2.43 -1.61 -2.55
O12 -1.61 -1.11 -1.82
N5 -2.85 -2.78 -2.28
N6 -3.00 -1.18 -3.59
H12 -3.54 -3.17 -2.90
H13 -2.52 -3.26 -1.45
H14 -2.75 -0.20 -3.67
H15 -3.70 -1.74 -4.05
C7 -2.74 1.51 -0.22
O13 -1.90 0.76 0.25
N7 -2.74 2.05 -1.36
N8 -3.80 1.85 0.48
H16 -1.89 2.01 -1.90
H17 -3.32 2.84 -1.60
H18 -3.88 1.24 1.28
H19 -4.34 2.68 0.25

Computed properties:
Calculated total energy = -1708.97212 hartree
Orbital gap (alpha / beta) = 7.662 / 4.425 eV
LUMO (alpha / beta) = 0.005 / -0.113 hartree
⟨S²⟩ = 0.76
Highest occupied orbital energy (alpha / beta) = -7.5 / -7.5 eV
Multiplicity = 2
Net charge = 0

Löwdin population analysis, charges in e, atoms 1 to 8: 1.078, 0.164, -0.900, -0.041, -0.055, 0.112, 0.178, -0.794

The following is a quantum chemistry calculation of CHCl3 in the gas phase, from OMol25.

CARTESIAN COORDINATES (ANGSTROEM)
Cl1 18.23 -10.93 6.65
C1 19.28 -9.94 5.62
Cl2 18.49 -8.34 5.57
Cl3 19.32 -10.79 4.07
H1 20.27 -9.92 6.08

Computed properties:
Calculated total energy = -1419.26629 hartree
Orbital gap = 11.709 eV
LUMO = 0.026 hartree
Highest occupied orbital energy = -11.0 eV
Net charge = 0

List of Löwdin charges in e, atom by atom: 0.479, -1.517, 0.499, 0.516, 0.024

Repeat the third record exactly.
The following is a quantum chemistry calculation of a molecular structure, C7H19BeN8O13, from OMol25.

CARTESIAN COORDINATES (ANGSTROEM)
Be1 0.30 -0.33 -0.16
O1 0.11 -4.35 -1.44
C1 0.50 -3.32 -0.84
O2 1.37 -2.54 -1.39
O3 -0.09 -2.92 0.18
H1 -0.64 -4.56 -0.88
O4 4.11 -1.02 2.23
C2 3.69 -0.67 1.01
O5 2.52 -0.59 0.93
O6 4.37 -0.77 0.00
H2 3.22 -0.80 2.54
O7 1.73 2.04 -3.59
C3 1.28 1.25 -2.69
O8 0.15 1.44 -2.30
O9 1.97 0.32 -2.33
H3 1.12 2.76 -3.41
C4 1.79 2.90 0.71
O10 1.05 1.90 0.60
N1 1.94 3.81 -0.16
N2 2.37 3.29 1.82
H4 2.53 4.62 0.00
H5 1.50 3.74 -1.07
H6 2.83 4.18 1.73
H7 2.60 2.58 2.50
C5 0.47 -1.32 3.50
O11 -0.04 -0.80 2.57
N3 1.11 -2.40 3.34
N4 0.28 -0.93 4.72
H8 1.37 -2.94 4.15
H9 1.05 -2.71 2.38
H10 -0.33 -0.22 5.09
H11 0.77 -1.54 5.37
C6 -2.43 -1.61 -2.55
O12 -1.61 -1.11 -1.82
N5 -2.85 -2.78 -2.28
N6 -3.00 -1.18 -3.59
H12 -3.54 -3.17 -2.90
H13 -2.52 -3.26 -1.45
H14 -2.75 -0.20 -3.67
H15 -3.70 -1.74 -4.05
C7 -2.74 1.51 -0.22
O13 -1.90 0.76 0.25
N7 -2.74 2.05 -1.36
N8 -3.80 1.85 0.48
H16 -1.89 2.01 -1.90
H17 -3.32 2.84 -1.60
H18 -3.88 1.24 1.28
H19 -4.34 2.68 0.25

Computed properties:
Calculated total energy = -1708.97212 hartree
Orbital gap (alpha / beta) = 7.662 / 4.425 eV
LUMO (alpha / beta) = 0.005 / -0.113 hartree
⟨S²⟩ = 0.76
Highest occupied orbital energy (alpha / beta) = -7.5 / -7.5 eV
Multiplicity = 2
Net charge = 0

Löwdin population analysis, charges in e, atoms 1 to 8: 1.078, 0.164, -0.900, -0.041, -0.055, 0.112, 0.178, -0.794